No. 1
Below is 2 unconnected molecules or ions with the total composition C4H14N, with properties calculated with ωB97M-V/def2-TZVPD.

* energy above the lowest of the compared OMol25 structures with the same formula, charge and spin: 6.5 kcal per mole
* molar mass: 76.2 g/mol
* orbital gap (spin up / spin down): 4.7271 / 12.7748 eV
* net charge: 0
* multiplicity: 2
* highest occupied orbital energy (spin up / spin down): -3.726 / -12.081 eV

Positions of all 19 atoms, in Å:
C -0.41299 -2.00193 -2.39462
C 0.73367 -0.99812 -2.47845
H -1.34883 -1.53273 -2.07806
H -0.61294 -2.43831 -3.36508
H -0.16169 -2.78440 -1.69103
H 0.43394 -0.04432 -2.90792
H 1.54060 -1.41669 -3.08145
H 1.12104 -0.73163 -1.50136
C -0.92262 1.58396 0.90254
C 0.40987 1.30900 1.54309
N 0.28537 0.37972 2.74298
H -0.70461 2.21258 0.03834
H -1.55786 2.14260 1.59341
H -1.51453 0.71730 0.64190
H 0.83474 2.20412 1.99711
H 1.11402 0.89213 0.84006
H 0.27322 -0.64589 2.52172
H 1.08410 0.51947 3.42053
H -0.59450 0.63312 3.25630

No. 2
Below is 2 unconnected molecules or ions with the total composition C2H6NOS in a non-equilibrium geometry, with properties calculated with ωB97M-V/def2-TZVPD.

* energy above the lowest of the compared OMol25 structures with the same formula, charge and spin: 1.2 kcal per mole
* molar mass: 92.1 g/mol
* orbital gap: 8.8656 eV
* net charge: +1
* highest occupied orbital energy: -13.915 eV

Positions of all 11 atoms, in Å:
C 2.53716 -1.24938 0.60311
C -1.89061 0.36998 -0.60959
N -1.50074 1.40660 0.10907
O -1.07734 -0.55975 -0.87328
S 1.68504 0.12928 0.31329
H -0.10342 -0.58216 -0.64825
H -2.97478 0.24449 -0.82950
H 3.50170 -1.11563 0.86745
H -2.04270 2.22074 0.32307
H 2.27217 -2.32727 0.48748
H -0.40649 1.46310 0.25714

No. 3
Below is a molecular structure, C6H15NO8S2Sn in a non-equilibrium geometry, with properties calculated with ωB97M-V/def2-TZVPD.

* molar mass: 412.0 g/mol
* orbital gap: 5.9007 eV
* net charge: -2
* highest occupied orbital energy: -0.743 eV

Positions of all 33 atoms, in Å:
Sn -0.47076 -1.65072 -0.29286
S -0.16712 -2.80008 1.87453
O 0.23613 -3.72042 0.77673
O 0.75716 -1.70900 1.80397
O -1.51579 -2.32198 1.64040
O -0.12470 -3.44373 3.18174
S 1.44572 -1.69279 -2.15030
O 1.24713 -2.72921 -1.11398
O 2.81072 -1.21175 -1.99515
O 1.29268 -2.22338 -3.50903
O 0.45306 -0.63373 -2.02229
C 1.96413 0.19372 0.35279
C 0.66363 0.77557 0.91477
N -0.45074 0.58693 -0.04190
C -0.16790 1.12663 -1.31649
C -0.03493 2.67767 -1.42342
C -1.79182 1.15319 0.30636
C -2.27640 0.59552 1.66984
H 1.69982 -0.78841 -0.03922
H 2.77978 0.10501 1.07038
H 2.34322 0.90172 -0.38418
H 0.37224 0.35972 1.87927
H 0.76266 1.84513 1.10003
H 0.65000 0.59150 -1.79897
H -0.95014 0.79751 -2.00050
H 0.84826 3.02677 -0.88846
H 0.18646 2.83095 -2.47964
H -0.91550 3.24200 -1.11644
H -2.47856 0.67271 -0.39050
H -1.98051 2.21046 0.12020
H -1.91025 1.20740 2.49424
H -1.93729 -0.40447 1.94029
H -3.34051 0.42961 1.83791

No. 4
Below is a molecular structure, C7H23AsF6O4 in a non-equilibrium geometry, with properties calculated with ωB97M-V/def2-TZVPD.

* energy above the lowest of the compared OMol25 structures with the same formula, charge and spin: 0.0 kcal per mole
* molar mass: 360.2 g/mol
* orbital gap: 11.1233 eV
* net charge: 0
* highest occupied orbital energy: -11.371 eV

Positions of all 41 atoms, in Å:
O 0.09741 -0.70544 -0.22851
H -0.71494 -0.20723 -0.51780
H 0.91098 -0.34465 -0.65436
H 0.21221 -0.78652 0.76973
As -2.29743 -3.62460 0.78910
F -2.42225 -4.07299 2.44693
F -0.56069 -3.77374 0.84842
F -2.15465 -3.16109 -0.88814
F -3.98944 -3.34128 0.66273
F -2.07174 -1.94186 1.26898
F -2.44808 -5.27644 0.33780
C -1.50170 0.64555 2.74410
C -0.21364 0.14971 3.30724
O 0.68189 -0.22584 2.24633
H -1.34876 1.35098 1.92034
H -2.13120 1.14184 3.48185
H -2.10613 -0.15739 2.32140
H -0.36618 -0.68616 4.00024
H 0.25138 0.87599 3.98746
H 1.43023 -0.67189 2.65630
C -2.34657 -0.25599 -2.77961
C -1.86476 1.15933 -2.53009
O -1.40526 1.20749 -1.15783
H -1.54106 -0.97846 -2.67356
H -2.84788 -0.33132 -3.74582
H -3.15513 -0.52078 -2.09192
H -2.63429 1.90351 -2.71261
H -0.96131 1.29239 -3.13189
H -1.33974 2.10557 -0.82430
C 2.43148 2.16161 0.14818
C 2.96391 1.62683 -1.16138
C 4.46237 1.49968 -1.20379
O 2.39277 0.29573 -1.30396
H 2.90152 3.11110 0.40850
H 2.63902 1.43914 0.93726
H 1.36829 2.38795 0.07140
H 2.54070 2.25219 -1.95261
H 4.94577 2.42059 -0.86317
H 4.89086 1.28316 -2.18343
H 4.80873 0.71949 -0.52361
H 2.49330 0.03387 -2.22591

Q: What is the net charge in the fourth record?
A: 0

Copy entry 4 word for word.
Below is a molecular structure, C7H23AsF6O4 in a non-equilibrium geometry, with properties calculated with ωB97M-V/def2-TZVPD.

* energy above the lowest of the compared OMol25 structures with the same formula, charge and spin: 0.0 kcal per mole
* molar mass: 360.2 g/mol
* orbital gap: 11.1233 eV
* net charge: 0
* highest occupied orbital energy: -11.371 eV

Positions of all 41 atoms, in Å:
O 0.09741 -0.70544 -0.22851
H -0.71494 -0.20723 -0.51780
H 0.91098 -0.34465 -0.65436
H 0.21221 -0.78652 0.76973
As -2.29743 -3.62460 0.78910
F -2.42225 -4.07299 2.44693
F -0.56069 -3.77374 0.84842
F -2.15465 -3.16109 -0.88814
F -3.98944 -3.34128 0.66273
F -2.07174 -1.94186 1.26898
F -2.44808 -5.27644 0.33780
C -1.50170 0.64555 2.74410
C -0.21364 0.14971 3.30724
O 0.68189 -0.22584 2.24633
H -1.34876 1.35098 1.92034
H -2.13120 1.14184 3.48185
H -2.10613 -0.15739 2.32140
H -0.36618 -0.68616 4.00024
H 0.25138 0.87599 3.98746
H 1.43023 -0.67189 2.65630
C -2.34657 -0.25599 -2.77961
C -1.86476 1.15933 -2.53009
O -1.40526 1.20749 -1.15783
H -1.54106 -0.97846 -2.67356
H -2.84788 -0.33132 -3.74582
H -3.15513 -0.52078 -2.09192
H -2.63429 1.90351 -2.71261
H -0.96131 1.29239 -3.13189
H -1.33974 2.10557 -0.82430
C 2.43148 2.16161 0.14818
C 2.96391 1.62683 -1.16138
C 4.46237 1.49968 -1.20379
O 2.39277 0.29573 -1.30396
H 2.90152 3.11110 0.40850
H 2.63902 1.43914 0.93726
H 1.36829 2.38795 0.07140
H 2.54070 2.25219 -1.95261
H 4.94577 2.42059 -0.86317
H 4.89086 1.28316 -2.18343
H 4.80873 0.71949 -0.52361
H 2.49330 0.03387 -2.22591

Q: What is the molar mass in the third record?
A: 412.0 g/mol